[1]
DFT (the ωB97M-V functional and the def2-TZVPD basis) results for a 12-piece molecular cluster, C38H76Br6O14 overall.

XYZ file:
```
134
C38H76Br6O14 the ωB97M-V functional and the def2-TZVPD basis
C -1.6507 3.4559 3.2222
C -3.0803 3.1723 3.6314
O -3.9774 3.3064 2.8305
C -3.3833 2.6591 5.0308
H -1.5778 4.0335 2.3020
H -1.0504 2.5714 2.9963
H -1.1029 3.9752 4.0124
H -4.1556 3.2931 5.4622
H -2.5130 2.8164 5.6748
H -3.6006 1.5954 5.0052
C -0.0986 7.2394 -3.3388
C 1.3207 7.0773 -2.8138
O 1.8991 7.9578 -2.2364
C 2.0351 5.7459 -3.0766
H -0.7415 6.4143 -3.0456
H -0.0517 7.3788 -4.4207
H -0.5846 8.1423 -2.9673
H 1.5020 5.1540 -3.8280
H 2.0377 5.1530 -2.1639
H 3.0132 5.8881 -3.5310
C 0.6051 -3.1912 -1.3280
C 1.0998 -4.0638 -2.4489
O 2.2714 -4.0954 -2.7347
C 0.0863 -4.9186 -3.1925
H -0.1682 -2.4357 -1.4410
H 1.5289 -2.7558 -0.9456
H 0.2383 -3.9084 -0.5813
H -0.2996 -5.7425 -2.5915
H 0.5686 -5.2950 -4.0935
H -0.7912 -4.3457 -3.5031
C -1.2838 -1.6856 4.1171
C -0.3458 -0.6968 4.7980
O -0.1656 0.4149 4.3498
C 0.4743 -1.1990 5.9628
H -0.6910 -2.5480 3.8100
H -1.7714 -1.2494 3.2535
H -1.9481 -1.9307 4.9471
H -0.2416 -1.7396 6.5870
H 0.9060 -0.3769 6.5321
H 1.3404 -1.7872 5.6592
O -3.0442 -4.1036 3.6116
C -2.7205 -5.0461 2.9298
O -2.9009 -5.1423 1.6204
C -3.5691 -4.0586 0.9696
C -2.6552 -2.8684 0.8564
C -2.0511 -6.2469 3.5092
H -4.5575 -3.8645 1.3906
H -3.8405 -4.3563 -0.0488
H -3.1294 -2.0824 0.2716
H -1.6693 -3.1053 0.4577
H -2.4616 -2.4865 1.8612
H -2.7936 -6.7552 4.1191
H -1.1815 -5.9659 4.1090
H -1.5134 -6.8226 2.7547
O 1.2788 0.0474 -0.4602
C 0.1531 0.4723 -0.3803
O -0.4720 1.1222 -1.3674
C 0.2680 1.3642 -2.5615
C -0.3077 2.5635 -3.2864
C -0.7138 0.3143 0.8354
H 0.2195 0.5247 -3.2503
H 1.2973 1.5999 -2.3064
H 0.1584 2.6570 -4.2736
H -0.2535 3.4667 -2.6878
H -1.3404 2.4286 -3.6299
H -0.8369 1.3041 1.2795
H -0.1347 -0.2269 1.5808
H -1.6890 -0.1266 0.6442
O -1.9684 4.6201 -1.2816
C -1.8689 5.7578 -0.8918
O -2.7306 6.7395 -1.1482
C -3.8439 6.5624 -1.9990
C -3.4726 6.6302 -3.4840
C -0.7298 6.1863 0.0259
H -4.5204 7.3897 -1.7871
H -4.4548 5.6806 -1.8007
H -4.3511 6.5194 -4.1206
H -2.6636 6.0376 -3.9020
H -3.1540 7.6689 -3.6316
H -0.9035 5.8802 1.0535
H -0.6350 7.2616 -0.1273
H 0.2172 5.7173 -0.2381
O 0.9665 -4.6196 2.1748
C 1.8246 -3.9038 2.6416
O 2.6725 -4.2925 3.5874
C 2.3160 -5.4376 4.3693
C 3.5445 -5.9018 5.1392
C 1.9748 -2.4986 2.2147
H 2.0090 -6.2272 3.6869
H 1.5352 -5.1872 5.0870
H 3.2825 -6.7921 5.7161
H 3.8272 -5.2117 5.9368
H 4.3740 -6.0929 4.4640
H 2.2642 -1.8224 3.0178
H 1.0910 -2.1558 1.6853
H 2.7833 -2.4184 1.4791
O 5.4852 -4.4340 1.6726
C 6.0085 -3.3563 1.5780
O 5.8521 -2.5338 0.5506
C 4.8942 -2.8678 -0.4355
C 4.5321 -1.6252 -1.2270
C 7.0105 -2.9249 2.6115
H 3.9676 -3.2716 -0.0191
H 5.2408 -3.6429 -1.1237
H 5.4019 -0.9679 -1.3020
H 3.7593 -1.0509 -0.7139
H 4.2049 -1.8744 -2.2340
H 7.8385 -2.2856 2.3036
H 7.5348 -3.8037 2.9824
H 6.4592 -2.4526 3.4248
Br -0.4898 -0.7773 -5.5935
C -2.1286 -1.4204 -4.8000
C -2.2178 -0.7486 -3.4413
Br -3.8933 -1.4401 -2.5598
H -2.0516 -2.5014 -4.7685
H -2.9685 -1.1142 -5.4160
H -2.2908 0.3236 -3.5979
H -1.4267 -1.0354 -2.7597
Br -4.3134 3.0976 -3.0431
C -4.9118 2.0195 -1.5080
C -3.8307 1.9181 -0.4277
Br -4.3361 0.4993 0.8431
H -5.3458 1.1010 -1.8855
H -5.7219 2.5828 -1.0461
H -3.9287 2.8397 0.1360
H -2.8526 1.8069 -0.8887
Br 4.1227 1.6517 -2.8789
C 3.5441 1.4394 -4.7765
C 3.8970 0.0137 -5.1774
Br 3.1873 -0.2833 -6.9700
H 4.1784 2.1199 -5.3294
H 2.4756 1.6129 -4.7673
H 3.5588 -0.7282 -4.4608
H 4.9769 -0.0609 -5.2699
```

highest occupied orbital energy	-9.610	eV
SMILES	CCOC(C)=O.CCOC(C)=O.CCOC(C)=O.CCOC(C)=O.CCOC(C)=O.CC(C)=O.CC(C)=O.CC(C)=O.CC(C)=O.BrCCBr.BrCCBr.BrCCBr
frontier orbital gap	9.981	eV


[2]
DFT (the ωB97M-V functional and the def2-TZVPD basis) results for C38H76O34S7 as an isolated structure.

XYZ file:
```
155
C38H76O34S7 the ωB97M-V functional and the def2-TZVPD basis
C 0.5373 -1.7342 5.2938
C 1.9707 -1.6660 4.7779
O 2.6199 -0.5884 5.4827
S 1.6140 -0.0115 6.5676
O 1.7411 1.4304 6.5655
O 1.6803 -0.8456 7.7291
O 0.2888 -0.3803 5.8408
H 0.4243 -2.4248 6.1544
H -0.2793 -1.9092 4.5571
H 2.1076 -1.4660 3.7444
H 2.6336 -2.4630 4.8644
C -4.1345 -2.7825 -0.6728
C -5.6822 -3.0703 -0.1893
O -5.9930 -4.3005 -0.8538
S -4.7891 -5.2070 -0.9979
O -5.0415 -5.9279 -2.1763
O -4.3362 -5.7819 0.2389
O -3.7678 -4.0134 -1.3575
H -3.4675 -2.6379 0.2482
H -4.1630 -1.9365 -1.3125
H -6.2348 -2.3947 -0.7978
H -5.7555 -3.1313 0.8751
C -0.7003 2.5204 4.5195
C -0.6363 3.4375 5.7540
O -1.3724 2.7565 6.7662
S -2.4663 1.8023 6.2062
O -3.7419 2.3909 6.2170
O -2.1767 0.5092 6.7754
O -1.9511 1.7665 4.6629
H 0.0997 1.7913 4.4852
H -0.5800 3.2534 3.7320
H -1.1734 4.3521 5.4721
H 0.3652 3.5562 6.1078
C 2.6127 2.4693 -1.0369
C 3.2636 1.3304 -1.8293
O 4.0142 2.0748 -2.7814
S 4.6060 3.4154 -2.1800
O 4.1091 4.4226 -3.0241
O 5.9886 3.3794 -1.8730
O 3.8198 3.3886 -0.8663
H 2.3132 2.2361 -0.0078
H 1.9019 3.0367 -1.5681
H 2.5469 0.7179 -2.3720
H 3.9108 0.6527 -1.2888
C -0.9122 -5.4932 -3.0252
C -1.3885 -4.2582 -3.7426
O -0.2591 -3.9236 -4.5463
S 0.9884 -3.9435 -3.5801
O 1.0221 -2.7653 -2.7770
O 2.1022 -4.2639 -4.3833
O 0.4620 -5.1127 -2.5880
H -0.8356 -6.4436 -3.6224
H -1.4989 -5.7385 -2.1102
H -1.6764 -3.4807 -3.0952
H -2.1904 -4.3788 -4.4916
C -0.8507 -0.4110 -3.9615
C -0.7778 1.1282 -3.8865
O -1.9680 1.5084 -3.1695
S -3.1528 0.4387 -3.5569
O -3.5301 0.5960 -4.9174
O -4.0512 0.2481 -2.4684
O -2.1861 -0.7794 -3.4231
H -0.1119 -0.9014 -3.3468
H -0.7263 -0.6624 -5.0288
H -0.7235 1.6370 -4.8196
H 0.0204 1.5360 -3.2437
C 6.4364 2.4919 3.0521
C 6.2719 2.8363 1.5639
O 5.3876 1.7426 1.0898
S 4.5996 1.1379 2.3673
O 5.1523 -0.1173 2.6827
O 3.1985 1.2638 2.2341
O 5.1160 2.1769 3.4284
H 6.8647 3.3180 3.6403
H 7.0707 1.6336 3.2110
H 7.2788 2.7017 1.0444
H 5.8366 3.8022 1.4380
C 3.5567 -0.0617 -6.0276
C 3.3295 1.4065 -5.9450
C 2.0521 1.5771 -5.1595
O 1.7934 0.2943 -4.4845
C 2.7605 -0.6985 -4.8723
H 4.6076 -0.1753 -5.9125
H 3.3778 -0.4767 -7.0700
H 3.4185 1.9568 -6.8369
H 4.1226 1.8107 -5.2675
H 1.1589 1.8461 -5.7338
H 2.3076 2.2457 -4.3587
H 2.1917 -1.5819 -5.1331
H 3.3526 -0.8968 -3.9238
C -3.8006 -1.0066 4.0141
C -3.2757 -2.4586 3.9837
C -4.6066 -3.1728 3.6453
O -5.1172 -2.3627 2.5835
C -4.6569 -1.0197 2.6941
H -3.1449 -0.1648 3.9964
H -4.4167 -0.8691 4.8757
H -2.9382 -2.7293 4.9601
H -2.6402 -2.7680 3.2021
H -5.3496 -3.2715 4.4511
H -4.4372 -4.2072 3.3073
H -5.4940 -0.3554 2.8095
H -4.0133 -0.7509 1.8713
C -1.0476 5.7035 -4.2528
C 0.3735 5.4172 -3.9221
C 0.7702 4.9430 -5.3370
O -0.2310 4.0547 -5.7302
C -1.4718 4.6631 -5.3331
H -1.0932 6.7394 -4.7079
H -1.7358 5.6461 -3.3873
H 0.5370 4.6208 -3.1974
H 0.9195 6.2711 -3.5099
H 1.7569 4.4367 -5.2142
H 0.8647 5.6777 -6.1272
H -2.2339 4.0064 -4.9849
H -1.8650 5.1701 -6.2048
C 4.2151 -3.9761 1.0883
C 3.1034 -5.1034 0.9627
C 2.5156 -5.1642 2.3614
O 2.4266 -3.8089 2.6556
C 3.7586 -3.2224 2.3707
H 4.1890 -3.3329 0.1938
H 5.2124 -4.4298 1.2112
H 3.5454 -6.0498 0.5992
H 2.2316 -4.7344 0.3207
H 3.1937 -5.6802 3.0376
H 1.5477 -5.6139 2.4725
H 4.4185 -3.3728 3.2651
H 3.6396 -2.1571 2.1609
C -4.3676 2.1715 1.0989
C -4.4376 3.6915 1.3576
C -2.9314 4.0210 1.4285
O -2.1449 2.9928 0.7409
C -3.1276 1.9995 0.2996
H -5.1883 1.6329 0.6230
H -4.2180 1.7262 2.0711
H -4.8990 3.9777 2.3270
H -4.8886 4.2049 0.4925
H -2.6544 4.0572 2.4448
H -2.5764 4.9300 0.9120
H -2.7063 0.9716 0.4159
H -3.2504 2.2157 -0.7526
C 0.2627 0.0361 0.9578
C -0.0488 -0.5451 -0.4575
C -0.6327 -1.9508 -0.1102
O -1.3930 -1.7469 1.0675
C -0.7060 -0.7521 1.8561
H 0.1442 1.1467 0.9109
H 1.2583 -0.3556 1.2339
H 0.8126 -0.4216 -1.1466
H -0.9194 0.0318 -0.8210
H 0.2483 -2.5609 -0.0209
H -1.3497 -2.2855 -0.8372
H -0.1406 -1.3252 2.6536
H -1.5199 -0.2184 2.3745
```

highest occupied orbital energy	-9.695	eV
relative energy (zero: lowest compared OMol25 entry of this formula, charge and spin)	0.0	kcal/mol
frontier orbital gap	9.830	eV


[3]
DFT (the ωB97M-V functional and the def2-TZVPD basis) results for C38H80AgAsGeNSbSi5 as an isolated structure.

XYZ file:
```
128
C38H80AgAsGeNSbSi5 the ωB97M-V functional and the def2-TZVPD basis
Ag -0.5369 -0.0441 0.1105
C 0.4117 2.9569 -3.5660
C 0.5540 4.1533 -2.8810
C 0.5116 4.1537 -1.4989
C 0.3303 2.9536 -0.8053
N 0.1875 1.8092 -1.4804
C 0.2267 1.8112 -2.8125
C 0.2992 2.8747 0.6961
C 0.6247 4.0027 1.4579
C 0.6201 3.9562 2.8436
C 0.2891 2.7649 3.4806
C -0.0360 1.6462 2.7208
C -0.0344 1.6629 1.3220
H 0.4393 2.9082 -4.6471
H 0.6927 5.0834 -3.4181
H 0.6120 5.0892 -0.9661
H 0.1105 0.8454 -3.2915
H 0.8898 4.9388 0.9789
H 0.8762 4.8397 3.4180
H 0.2832 2.7096 4.5653
H -0.2968 0.7288 3.2448
C -2.5942 4.4872 0.2969
Si -3.6202 3.0951 -0.4520
C -3.4462 3.2175 -2.3177
C -5.3927 3.5341 0.0135
Ge -3.0747 0.8928 0.2782
Si -3.9011 0.8839 2.5051
C -3.1374 -0.5548 3.4428
C -3.4916 2.4788 3.4060
C -5.7699 0.7009 2.6260
Si -4.5586 -0.4965 -0.9888
C -4.8974 -2.1167 -0.1066
C -6.2462 0.2365 -1.3864
C -3.7743 -0.8704 -2.6552
H -3.1900 5.4081 0.3218
H -1.6928 4.6758 -0.2964
H -2.2738 4.2562 1.3203
H -3.6929 4.2255 -2.6736
H -4.1000 2.4997 -2.8293
H -2.4127 2.9914 -2.6100
H -5.6841 4.4728 -0.4758
H -5.4636 3.6802 1.0996
H -6.1117 2.7590 -0.2654
H -2.1234 -0.7532 3.0830
H -3.7220 -1.4689 3.2821
H -3.0939 -0.3597 4.5219
H -2.4272 2.7245 3.3135
H -3.7345 2.3794 4.4715
H -4.0670 3.3208 2.9998
H -6.1078 -0.2443 2.1855
H -6.2896 1.5180 2.1087
H -6.0695 0.7156 3.6820
H -5.5187 -1.9750 0.7871
H -3.9522 -2.5768 0.1923
H -5.4172 -2.8104 -0.7816
H -6.8151 0.4850 -0.4816
H -6.8176 -0.5055 -1.9592
H -6.1571 1.1436 -1.9945
H -2.7118 -1.0995 -2.5298
H -3.8662 -0.0170 -3.3390
H -4.2544 -1.7410 -3.1194
C -1.5798 -3.7585 2.6357
Si -0.8603 -4.2738 0.9856
C 0.8000 -5.0608 1.3964
C -1.9247 -5.6687 0.3082
As -1.0448 -2.4999 -0.4609
Si -0.1078 -3.3036 -2.4078
C 0.7996 -1.9265 -3.3141
C -1.4207 -3.9369 -3.5987
C 1.1152 -4.7218 -2.2206
H -1.4742 -4.5654 3.3721
H -2.6425 -3.5113 2.5366
H -1.0672 -2.8686 3.0206
H 0.6283 -6.0880 1.7426
H 1.3029 -4.5087 2.1977
H 1.4777 -5.0970 0.5386
H -1.7981 -6.5918 0.8876
H -1.6611 -5.8795 -0.7367
H -2.9830 -5.3823 0.3237
H 0.0825 -1.3041 -3.8664
H 1.5226 -2.3312 -4.0353
H 1.3307 -1.2837 -2.6016
H -1.9437 -3.1024 -4.0800
H -2.1721 -4.5271 -3.0624
H -0.9758 -4.5657 -4.3802
H 1.9969 -4.4084 -1.6478
H 1.4485 -5.0531 -3.2119
H 0.6683 -5.5804 -1.7041
C 4.2430 -1.5352 -2.5628
C 4.9170 -0.4859 -1.6720
C 6.2097 -1.0629 -1.1018
C 5.2232 0.7311 -2.5478
Sb 3.3595 0.1393 -0.2272
C 4.2401 1.9523 0.6935
C 5.7545 1.9480 0.9007
C 3.8527 3.0992 -0.2487
C 3.5388 2.1789 2.0340
C 3.5614 -1.3616 1.3727
C 4.8392 -1.2686 2.2085
C 2.3393 -1.1956 2.2804
C 3.4794 -2.7301 0.6983
H 4.9655 -1.9005 -3.3093
H 3.3909 -1.1121 -3.1045
H 3.8777 -2.3999 -2.0051
H 6.9151 -1.2536 -1.9268
H 6.0372 -2.0181 -0.6019
H 6.7011 -0.3938 -0.3965
H 5.8109 0.4139 -3.4221
H 5.8040 1.4903 -2.0220
H 4.3080 1.2041 -2.9215
H 6.3049 1.9200 -0.0398
H 6.0886 1.1103 1.5151
H 6.0477 2.8743 1.4195
H 4.3100 2.9987 -1.2371
H 4.1858 4.0576 0.1802
H 2.7677 3.1578 -0.3863
H 3.8914 1.4888 2.8038
H 2.4499 2.0827 1.9608
H 3.7517 3.2010 2.3844
H 4.9150 -0.3179 2.7385
H 5.7433 -1.3998 1.6133
H 4.8259 -2.0634 2.9713
H 2.3228 -0.2301 2.7921
H 2.3526 -1.9854 3.0490
H 1.4061 -1.2935 1.7233
H 4.3639 -2.9429 0.0920
H 2.5861 -2.8251 0.0688
H 3.4173 -3.5102 1.4693
```

highest occupied orbital energy (spin up / spin down)	-3.429 / -3.963	eV
relative energy (zero: lowest compared OMol25 entry of this formula, charge and spin)	0.0	kcal/mol
charge	-1
spin multiplicity	2
frontier orbital gap (spin up / spin down)	5.896 / 5.794	eV


no.,F_max (hartree/bohr)
1,0.0364
2,0.0711
3,0.0096